103
Properties=species:S:1:pos:R:3 method="wB97M-V/def2-TZVPD" orbital_gap_ev="6.135 / 6.169" total_charge=+1 total_energy_ev=-130534.7675 de_lowest_ev=11.8692 multiplicity=11
H -2.9114 6.7312 -12.9111
O 2.7508 -3.1572 4.9418
H 4.0442 -0.3744 1.5638
H 0.9821 3.6670 -9.4449
O -0.5292 5.7313 5.1365
C 0.2943 4.8621 4.4331
C 0.0893 2.4552 -7.9145
H -3.3096 -0.8295 -1.6541
H 0.9013 1.7280 -7.9174
C 4.2683 0.3989 2.2984
O -1.5049 -0.4216 2.8198
C -2.8013 4.2072 3.6620
H 3.7193 1.2585 1.9140
H -2.0603 -4.6402 -1.1624
H -2.1058 -4.1719 2.4144
O -2.1156 6.0895 -11.1143
H 2.9326 -4.4730 7.0351
H 0.2899 5.2808 6.9900
H -3.1930 -4.2836 1.0833
O 4.0457 -1.2697 4.0463
H 1.2500 5.2522 4.0830
C -2.6644 -6.1868 2.1066
H 0.8385 2.1473 -5.3698
C 0.2795 3.0589 -5.5813
C 6.6000 -4.3262 2.1338
O 0.4201 3.4356 -6.9449
H 7.2158 -4.2420 1.2384
H -0.6608 6.7655 7.0286
H -0.1395 5.6468 -9.5099
H -4.4492 0.3595 3.1522
O -4.0733 2.3117 2.5605
C 2.0076 -4.6937 6.5023
H -2.6626 -7.8204 4.0981
C -2.3509 -4.7924 1.5525
H -3.4309 7.6570 -11.5142
C -1.7282 -7.8322 3.5368
H -4.8781 3.7432 3.7774
H 5.3342 0.5720 2.4471
C -1.0940 5.2192 -9.2032
H 0.7848 -5.5436 -0.7593
H 5.9741 -2.2235 2.4358
H -2.7625 -6.8713 1.2640
H 5.1336 -3.0746 1.2352
C -0.4202 4.4842 3.1260
H 0.4754 3.9488 4.9998
H 0.8735 6.7693 6.3210
H 1.8838 -2.1546 -1.5519
H -1.3519 -0.5718 3.7730
H 1.1648 1.6688 -0.5011
C -1.2775 -5.1059 -0.5638
C -3.1638 6.6562 -11.8534
O 2.3577 -2.4986 2.4421
H 0.7905 3.7730 -4.9355
H -0.9154 2.0658 -7.7494
H 7.3455 -4.2745 2.9274
H -0.9260 -7.9788 4.2600
C -0.0173 6.1466 6.4033
O -1.5398 3.6397 3.1733
C -3.9664 3.1592 3.6508
C 2.2327 -4.4589 4.9925
O -2.7268 -0.8570 -0.8704
H 2.5689 0.0049 3.4718
O -1.5557 -6.6038 2.9213
H -3.6622 -6.2600 2.5390
H 1.7659 -5.7199 6.7790
H 2.3498 -3.7645 -2.0244
H 1.3626 -4.5116 4.3381
C 3.6487 0.0166 3.6206
H 0.2722 3.9324 2.4902
O -1.0646 3.7970 -9.6416
H 1.2276 -4.0780 6.9501
C -4.9180 1.1670 2.5898
P 3.3832 -2.6557 3.5423
O 0.5892 1.0124 -0.0626
H -5.1120 0.7183 1.6156
Mn -2.1484 1.5238 0.7785
Mn -0.3251 -1.6844 0.5731
O -1.1669 -4.5590 0.8059
H 0.3871 2.2614 -9.9983
H -2.6336 4.7521 4.5910
H -0.0283 -5.2565 -2.2810
H -0.7750 2.9047 -5.3525
H -3.0045 5.0343 2.9817
H -1.1111 5.2239 -8.1133
H -3.8734 2.5498 4.5497
H 2.9379 -5.1786 4.5768
C -2.3375 5.9764 -9.6921
O 0.3987 -3.4870 -1.0788
H -3.1756 5.3622 -9.3627
C 5.5662 -3.2123 2.2261
H -4.0816 6.0691 -11.8214
H 3.9054 0.7552 4.3801
C 0.0780 -4.8836 -1.2623
H -2.6874 6.8824 -9.1973
H -1.7387 -8.6453 2.8109
C 1.4904 -3.1023 -1.9195
H 1.0421 -2.8990 -2.8921
H -5.9387 1.3398 2.9309
H 6.0691 -5.2693 2.0044
O 4.6329 -3.5972 3.1952
C 0.1131 3.0309 -9.2765
H -1.4354 -6.1831 -0.5112
H -0.5641 5.4739 2.6926